C28H42N4O3RuSSi2Te as an isolated structure. Source: the OMol25 dataset; level of theory: wB97M-V/def2-TZVPD.

Computed properties:
Highest occupied orbital energy (spin up / spin down) in Ha: -0.134 / -0.162
Energy above the lowest of the compared OMol25 structures with the same formula, charge and spin in kJ/mol: 0.0
LUMO energy (spin up / spin down) in eV: 2.28 / 1.73
E in a.u.: -2877.15576

Geometry as ORCA input:
```
! wB97M-V def2-TZVPD RIJCOSX def2/J DEFGRID3
* xyz -1 2
Te -0.86491 0.38996 1.66596
Ru -2.66332 -0.05017 -0.20884
S -4.56958 -0.85566 -1.48967
Si 1.07590 3.18148 1.77799
Si 0.68378 -2.18703 3.12440
O -5.32801 2.24133 2.00966
O -2.81332 -1.82926 0.94849
O -4.01402 -2.82757 2.53079
N -2.73945 -1.39510 -3.37721
N -2.83578 -2.89969 -1.62505
N -4.09839 0.47972 1.16669
N -3.15903 1.89852 -0.91763
C 3.05915 -3.29433 -4.36023
C 4.04068 2.05465 -3.14478
C -3.80827 2.63654 0.19999
C 1.91995 -1.02485 3.93410
C -4.51528 1.72760 1.22875
C -4.55323 -0.54878 2.06420
C -1.03862 -0.30467 -1.33531
C 1.37513 -2.92339 -2.19931
C 2.63759 -2.01771 -4.02554
C 1.79500 -1.79509 -2.92465
C -3.76813 -1.85016 1.84078
C 2.51015 4.03145 0.92182
C 1.92391 3.16135 -3.30429
C 1.99601 0.77085 -2.86567
C -0.46539 4.23419 1.62274
C -0.81947 -2.39905 4.20952
C 1.47374 2.94606 3.59453
C 3.31180 3.21752 -3.35850
C 0.04207 -0.38726 -1.94161
C 0.16550 -1.47094 1.47624
C 1.27686 -0.47006 -2.56927
C 0.82634 1.50729 0.98470
C 1.80269 -4.19610 -2.53336
C 1.50528 -3.84748 2.81745
C 2.65419 -4.39313 -3.61404
C -3.22562 -1.69509 -2.12271
C 1.27904 1.96351 -3.05286
C 3.39733 0.85151 -2.90363
H -0.55762 -2.11852 0.98173
H 3.98550 -0.03368 -2.70568
H 0.75256 1.55118 -0.10487
H -5.61369 -0.78386 1.92939
H 2.81168 -0.90088 3.31395
H 2.69978 5.02119 1.34447
H -2.93203 -2.95499 -0.61063
H 1.85235 -4.30006 3.74961
H 2.37861 2.34675 3.72221
H -0.28228 5.24745 1.98830
H 1.69205 0.88607 1.23255
H 2.98649 -5.38906 -3.87784
H -4.51915 3.37994 -0.16437
H -1.61702 -2.93179 3.68353
H 0.19766 1.92054 -3.00440
H 0.99313 -1.27502 0.79253
H -4.43540 -0.26373 3.11590
H 2.36468 -3.74456 2.15043
H -2.42542 2.45419 -1.34211
H 2.93392 -1.18298 -4.64592
H -1.22278 -1.42881 4.51053
H -3.03234 -0.47453 -3.66924
H 2.23934 -1.40109 4.90906
H 0.65771 2.43254 4.10823
H -1.93377 -3.21183 -1.96125
H 1.33977 4.06105 -3.45877
H 0.71043 -2.77207 -1.35778
H -3.02396 3.16573 0.74202
H 2.30844 4.14885 -0.14635
H -0.57455 -2.95437 5.11872
H 1.47571 -0.03784 4.08877
H -1.28436 3.81693 2.21368
H 5.12369 2.08583 -3.15444
H 0.79923 -4.53891 2.35197
H -1.72677 -1.47588 -3.42928
H -3.84477 1.68920 -1.63903
H 3.81714 4.15573 -3.54934
H -0.79508 4.30759 0.58332
H 3.70023 -3.43345 -5.22271
H 3.42484 3.44224 1.02056
H 1.47023 -5.04206 -1.94355
H 1.63353 3.90596 4.09147
*
```

---

A 9-piece molecular cluster, C28H43F5O19 overall. Source: the OMol25 dataset; level of theory: wB97M-V/def2-TZVPD.

Computed properties:
Highest occupied orbital energy in Ha: -0.347
LUMO energy in eV: 0.18
E in a.u.: -3021.58429

Geometry as ORCA input:
```
! wB97M-V def2-TZVPD RIJCOSX def2/J DEFGRID3
* xyz 0 1
F 11.69264 -26.42365 -1.34659
F 10.59848 -14.83741 3.64766
F 9.48102 -19.47360 0.88901
F 7.16545 -20.65396 2.08748
F 16.76408 -22.36982 3.53750
O 12.46152 -17.49218 2.46905
O 8.48884 -13.01219 2.34252
O 6.50709 -20.97059 -0.08559
O 13.86452 -22.48165 4.48945
O 18.42413 -20.04600 2.85840
O 6.75154 -14.39943 2.26405
O 10.78614 -23.35241 1.28774
O 7.99436 -22.63984 -0.26748
O 19.09101 -19.44667 4.91123
O 17.08820 -20.39480 4.59446
O 11.21506 -24.31556 -0.61838
O 9.95956 -16.60465 -0.78855
O 5.19318 -20.23000 5.57308
O 8.83769 -15.17955 2.21391
O 5.28922 -16.37673 1.26263
O 12.65257 -24.54999 1.04348
O 10.35102 -17.79260 3.22522
O 11.33699 -19.42194 2.08371
O 7.86127 -21.10013 -1.86154
C 6.03734 -18.12966 5.06756
C 9.64120 -15.26609 -1.24975
C 5.62535 -18.06394 6.52577
C 8.88332 -16.86036 -2.92986
C 6.21244 -17.45799 1.00769
C 16.43750 -21.00668 3.48541
C 13.52922 -24.57398 5.37472
C 5.16138 -19.24036 4.55531
C 5.44233 -19.56863 6.83296
C 13.27868 -25.17738 -0.04809
C 9.32522 -15.39307 -2.73275
C 17.14352 -20.36722 2.31043
C 13.81301 -23.82756 4.07466
C 7.38074 -22.80844 1.02607
C 18.29547 -19.91832 4.19328
C 6.60612 -21.53252 1.19503
C 9.88633 -13.18564 2.05774
C 11.48480 -18.17765 2.61008
C 9.97184 -19.74481 2.13258
C 13.19545 -22.24476 5.69114
C 12.23102 -25.14418 -1.15358
C 9.15096 -17.47776 -1.52540
C 7.90021 -14.19537 2.26602
C 12.60678 -23.62839 6.08334
C 7.53256 -21.52044 -0.82811
C 9.47122 -18.84839 3.25387
C 11.52128 -23.93445 0.62388
C 10.09860 -14.65455 2.35757
H 12.61713 -23.77602 7.16974
H 13.17302 -25.59442 5.21899
H 8.22903 -17.70860 -0.97209
H 12.47524 -24.72002 -2.12654
H 5.90782 -17.26911 4.41009
H 10.00277 -12.94628 0.99603
H 8.48103 -14.73851 -2.96477
H 5.73608 -18.14430 0.30933
H 16.61454 -19.48957 1.94976
H 9.58369 -19.39336 4.18884
H 6.23276 -20.09323 7.36142
H 6.39033 -17.53315 7.08519
H 12.99754 -23.99714 3.36904
H 15.38124 -20.86390 3.64461
H 12.36083 -21.54464 5.63446
H 14.22212 -24.74417 -0.36308
H 4.64705 -17.60419 6.63838
H 9.36669 -17.48489 -3.67442
H 7.16021 -16.98154 0.74942
H 14.73570 -24.15440 3.59829
H 9.51853 -18.49310 -1.70195
H 4.49126 -19.64375 7.36923
H 8.18021 -22.90250 1.76568
H 5.52290 -19.58263 3.58921
H 11.53266 -23.65386 5.88468
H 7.81836 -16.89367 -3.16009
H 10.47299 -12.46158 2.61083
H 13.39325 -26.23005 0.19669
H 7.07011 -18.49140 5.03850
H 9.83023 -20.80193 2.34094
H 6.41825 -18.10541 1.88242
H 5.79562 -15.61432 1.57040
H 8.42094 -18.62205 3.08706
H 10.12557 -15.14822 -3.43181
H 10.84222 -15.12813 1.71578
H 10.48757 -14.63268 -0.99197
H 13.91927 -21.92876 6.44327
H 5.56144 -21.67196 1.48318
H 4.11053 -18.92600 4.52182
H 6.83533 -23.74332 1.11938
H 17.30542 -21.01212 1.45123
H 14.46538 -24.68715 5.92760
H 8.73461 -14.99145 -0.68632
*
```

---

C28H43FI2N5O4 as an isolated structure. Source: the OMol25 dataset; level of theory: wB97M-V/def2-TZVPD.

Computed properties:
Highest occupied orbital energy in Ha: -0.424
Energy above the lowest of the compared OMol25 structures with the same formula, charge and spin in kJ/mol: 0.0
LUMO energy in eV: -2.66
E in a.u.: -2362.49136

Geometry as ORCA input:
```
! wB97M-V def2-TZVPD RIJCOSX def2/J DEFGRID3
* xyz 1 1
I -3.64046 -4.43167 -2.70177
I -2.53499 -1.03904 -3.65945
F 2.78824 1.78717 -0.30875
O -4.21358 -1.43154 4.50865
O -2.26672 -1.62678 3.45852
O 4.54754 4.18309 -3.29770
O 1.82278 -0.08730 3.34654
N 0.77026 -2.83503 3.54677
N 2.60897 -0.23112 -1.41962
N 0.57903 -0.40900 -0.03820
N 0.66092 -1.34411 -2.06739
N -0.64247 -0.99638 -0.32287
C -5.44340 0.87165 -0.70754
C -5.43670 -0.41249 -0.18130
C -3.10788 -0.92363 3.96213
C -5.09938 -0.37326 4.94075
C -1.33215 -4.26711 -0.79883
C 0.81826 -0.65500 2.51594
C -3.03083 0.99478 -0.49021
C 1.34822 -0.63007 -1.14274
C 0.75567 0.23943 1.25535
C -4.19850 0.84536 5.11498
C 1.03144 -2.13987 2.28462
C -1.81154 -1.02672 0.55010
C -3.03372 -0.29549 0.04662
C -0.53335 -1.53252 -1.53403
C -4.25206 1.55183 -0.85829
C 3.43960 0.56407 -0.56047
C 3.47233 2.05455 -3.83580
C 4.72512 1.26400 -3.47123
C -1.65950 -2.22143 -2.19494
C -1.78144 1.81357 -0.69429
C 3.82307 3.46987 -4.27902
C 3.74410 4.80981 -2.32192
C -3.12565 0.58819 4.05627
C 4.50146 -0.22903 -3.13878
C -4.23144 -0.98482 0.18528
C -2.02948 -3.45115 -1.84957
C 3.87826 -0.08700 0.75326
C 3.09068 -0.66185 -2.76829
H 4.35589 5.56209 -1.82779
H 2.07930 -2.31812 2.02487
H -4.73185 1.78466 4.99494
H -2.01898 2.70059 -1.27981
H -0.48677 -3.73208 -0.36203
H -1.37556 2.16990 0.25451
H 4.46339 3.43264 -5.16240
H 4.96682 -0.10104 0.78983
H -4.21908 -1.99225 0.58452
H -0.12164 -0.54850 3.06058
H 5.43192 1.34203 -4.29999
H 0.40901 -2.49602 1.45549
H 2.33816 -0.79775 3.74543
H 3.52784 0.45974 1.62458
H 5.20147 -0.54627 -2.36079
H -6.37393 1.33313 -1.00651
H 4.75669 -0.82968 -4.01285
H 2.78355 2.11158 -2.98742
H -3.41068 0.97931 3.07489
H 1.63198 0.86086 1.22460
H 2.94335 1.56765 -4.66065
H -1.00720 1.27544 -1.24200
H 3.04617 -1.75046 -2.78014
H -3.74694 0.83410 6.10683
H -0.08671 0.92402 1.36481
H 4.30962 0.82719 -1.14294
H -0.22549 -2.83735 3.74417
H 3.54062 -1.12168 0.79920
H 3.38610 4.10311 -1.56488
H 1.05346 -3.80463 3.47558
H 2.88580 5.30782 -2.78312
H -2.03255 -4.53882 -0.00709
H -4.26513 2.54647 -1.28488
H -5.85062 -0.22968 4.16275
H -5.58861 -0.69886 5.85354
H -2.13941 0.96414 4.31887
H 5.21849 1.76974 -2.63896
H -6.35634 -0.97083 -0.06693
H -2.07196 -2.08068 0.65859
H -0.97172 -5.20016 -1.23169
H 2.37766 -0.29995 -3.50706
H -1.53691 -0.69424 1.54508
H 2.91004 4.01882 -4.53647
*
```

---

A 3-piece molecular cluster, C28H43FO8 overall. Source: the OMol25 dataset; level of theory: wB97M-V/def2-TZVPD.

Computed properties:
Highest occupied orbital energy in Ha: -0.284
Energy above the lowest of the compared OMol25 structures with the same formula, charge and spin in kJ/mol: 43.3
LUMO energy in eV: -1.17
E in a.u.: -1794.40098

Geometry as ORCA input:
```
! wB97M-V def2-TZVPD RIJCOSX def2/J DEFGRID3
* xyz 0 1
F 6.32520 1.90304 2.19981
O -3.80541 3.07520 -1.65235
O -3.09540 -2.40543 -0.31499
O 3.83596 -4.54772 1.90719
O 0.38635 1.81371 -0.30173
O 3.57450 -2.39979 2.53669
O 0.60576 -1.92797 3.02393
O -4.03766 -0.55172 -0.98815
O -5.74655 3.62588 -2.50184
C -0.48133 -3.85358 1.29308
C -4.65979 3.98708 -2.14062
C -0.30325 -2.81652 0.43462
C -4.26793 5.44609 -2.14642
C 4.24430 1.76110 0.99392
C 0.26305 -1.52866 0.73234
C 2.58899 -2.30882 -2.76749
C -2.27724 3.92467 0.04427
C -4.10551 -1.75797 -0.40413
C 0.80890 0.78865 0.23114
C -0.49325 -0.53894 -1.47547
C 5.06871 2.44512 2.08615
C 3.95151 -2.79268 -0.68448
C 3.94402 -2.11819 -2.05371
C 0.19603 -0.50561 -0.14792
C -2.42818 3.34416 -1.34799
C -5.40715 -2.22700 0.19816
C 1.71021 -1.05085 -2.72358
C -5.18114 0.25469 -1.30856
C 2.75438 2.04885 1.25105
C 1.93024 -0.17302 2.15656
C 3.29646 -1.62378 3.72051
C 0.20757 -1.36469 -2.55843
C 0.92590 -1.26518 2.03967
C -5.62659 1.08976 -0.12928
C 2.90853 -0.21191 3.28615
C 3.53312 -3.72864 2.76032
C 1.87675 0.83104 1.27616
H 1.85328 -0.56708 -3.68514
H -5.41259 -1.97672 1.25797
H -4.80279 1.71176 0.21965
H 4.14631 -3.85599 -0.77033
H 3.20255 -4.06388 3.75434
H 5.09342 3.52286 1.94061
H 4.58814 2.18752 0.05771
H 4.49858 0.70577 1.01253
H 4.21862 -1.55539 4.29205
H -3.19640 5.61861 -2.21073
H -2.78309 4.88639 0.14270
H 2.49200 -2.07083 4.28430
H -5.98606 -0.36216 -1.71169
H -0.63414 -2.95736 -0.58251
H 4.56278 2.28110 3.03741
H 2.98154 -2.69333 -0.19862
H -2.72279 3.25134 0.77722
H -1.48976 -0.94306 -1.31325
H 3.82766 0.31206 3.06494
H -5.94425 0.46757 0.70937
H -6.29152 -1.80853 -0.27598
H -4.65584 5.91649 -1.24421
H 2.07576 -0.39041 -1.94047
H 0.07172 -2.43530 -2.45595
H 4.72234 -2.59174 -2.64740
H -4.72336 5.91510 -3.01498
H -5.46145 -3.30729 0.08810
H -1.92751 2.38000 -1.39135
H 2.07786 -3.14836 -2.30000
H 4.69448 -2.35844 -0.02248
H -0.65366 0.45252 -1.87663
H -1.02487 -3.79155 2.22272
H -1.97081 3.96822 -2.11684
H 4.15665 -1.05777 -1.95639
H -6.45571 1.73662 -0.41427
H 2.49639 0.25595 4.18053
H -1.22497 4.06135 0.29091
H -0.08472 -4.83228 1.05251
H -0.27531 -1.10182 -3.49661
H 2.39847 2.68628 0.45047
H 2.78956 -2.61728 -3.79068
H -4.85489 0.91066 -2.11290
H 2.60836 2.61799 2.16877
*
```

---

C28H43InN4O6SSi as an isolated structure. Source: the OMol25 dataset; level of theory: wB97M-V/def2-TZVPD.

Computed properties:
Highest occupied orbital energy in Ha: -0.308
Energy above the lowest of the compared OMol25 structures with the same formula, charge and spin in kJ/mol: 8.6
LUMO energy in eV: -0.54
E in a.u.: -2641.34871

Geometry as ORCA input:
```
! wB97M-V def2-TZVPD RIJCOSX def2/J DEFGRID3
* xyz 0 1
In -1.57181 0.96646 -0.30581
S 0.84931 0.67391 -0.51634
Si 1.31742 -0.97180 0.72539
O 1.48767 -2.36195 -0.11754
O -3.29502 0.15874 3.34671
O 2.76347 -0.69340 1.42563
O -2.83793 0.27116 1.17208
O 0.09061 -1.22940 1.78206
O -2.71659 2.84671 -0.70497
N -1.92751 1.30166 -2.52152
N -2.23081 2.55850 -2.94605
N -1.86717 -1.08624 -1.43187
N -1.22388 2.44186 1.53406
C -1.48979 0.55376 -4.81453
C -1.69550 -3.45265 -1.54644
C 3.80116 -3.11734 -0.05344
C -3.98154 7.24704 -2.66585
C -2.65768 3.26488 -1.90701
C -1.36924 -2.97018 2.51409
C -1.63967 0.36552 -3.34209
C -3.11295 4.65251 -2.18805
C -3.90798 5.30617 -1.25253
C 2.56029 -2.89245 -0.91089
C -1.54845 1.62517 2.70310
C -4.34723 6.59839 -1.49508
C 1.09843 -3.23697 2.79360
C 2.05289 -4.22732 -1.43925
C -1.56081 -0.99020 -2.73490
C -1.35500 -3.36539 -2.88348
C -0.06225 -2.24946 2.80898
C -2.75314 5.30228 -3.36475
C -2.66770 0.61885 2.41639
C 4.12288 -0.28071 3.31878
C -3.18211 6.59832 -3.59825
C 2.85717 -1.93672 -2.05947
C -1.28378 -2.11917 -3.48984
C -1.93108 -2.27580 -0.85210
C -0.14183 -1.55546 4.16167
C 3.40686 0.36715 2.14112
C 4.40380 1.00524 1.18184
C 2.40713 1.40789 2.63139
H 4.53080 -3.70266 -0.61561
H 3.40330 -0.66843 4.04160
H 3.60224 -2.36940 -2.72983
H 1.80405 -4.88917 -0.60852
H -2.18096 -2.25227 2.39085
H -1.27041 -3.57436 1.60978
H -1.74492 1.57633 -5.07425
H -4.97216 7.10103 -0.76865
H -0.45600 0.35823 -5.10948
H -1.02506 -2.02587 -4.53419
H -1.76529 -4.40367 -1.03888
H 3.24093 -0.98671 -1.68461
H 3.53852 -3.66774 0.85082
H -4.31705 8.25897 -2.85146
H -4.17693 4.79039 -0.34113
H 1.92131 1.89531 1.78594
H 4.76242 0.44322 3.82455
H 2.04774 -2.73796 2.98693
H 4.25787 -2.17539 0.24147
H 1.94594 -1.73337 -2.62413
H -1.93506 3.14208 1.34715
H -2.13692 4.78185 -4.08442
H 5.10260 0.25315 0.81378
H 2.81374 -4.71079 -2.05365
H -0.22682 -2.30117 4.95351
H 2.92298 2.16334 3.22604
H 1.15939 -4.07738 -2.04190
H -2.13135 -0.13187 -5.36930
H -1.14374 -4.25881 -3.45646
H -1.01590 -0.90860 4.22034
H 0.93806 -3.98244 3.57391
H 4.74012 -1.10814 2.96784
H 1.16294 -3.74708 1.83353
H -1.82100 2.20213 3.58842
H -1.62515 -3.63511 3.34013
H 4.97154 1.79239 1.68027
H -2.89151 7.10613 -4.50848
H 0.75965 -0.97271 4.34711
H -0.32726 2.90271 1.63015
H 1.64694 0.94372 3.25700
H -2.17836 -2.27208 0.20117
H -0.66889 1.02521 2.93749
H 3.87701 1.43746 0.33030
*
```